{
  "formula": "C26H44CrN4O2P3S4",
  "method": "wB97M-V/def2-TZVPD",
  "s2": 6.08,
  "energy_ev": -137363.2826,
  "total_charge": -1,
  "orbital_gap_ev": [4.1, 6.6],
  "multiplicity": 5,
  "relative_energy_kcal_mol": 30.1,
  "species": ["Cr", "C", "C", "S", "C", "C", "S", "H", "H", "H", "H", "H", "H", "C", "P", "C", "C", "C", "C", "C", "C", "C", "P", "C", "C", "H", "H", "H", "H", "H", "H", "H", "H", "H", "H", "H", "H", "H", "H", "H", "H", "N", "C", "C", "C", "N", "H", "H", "H", "H", "N", "C", "C", "N", "C", "H", "H", "H", "H", "C", "C", "C", "O", "P", "S", "S", "O", "C", "C", "C", "H", "H", "H", "H", "H", "H", "H", "H", "H", "H", "H", "H", "H", "H"],
  "xyz": [[10.686613, 10.760582, 9.453220], [14.213505, 13.032373, 7.876552], [12.843610, 12.403478, 8.090782], [12.943217, 10.916925, 8.883776], [11.716286, 13.013347, 7.560608], [11.815536, 14.111984, 6.571246], [10.145473, 12.528995, 8.036807], [14.800684, 13.184025, 8.816113], [14.024553, 13.994783, 7.495028], [14.805213, 12.360465, 7.240533], [11.914068, 15.115511, 6.990405], [10.914992, 14.193531, 5.879966], [12.672945, 13.990411, 5.874228], [9.645149, 9.646121, 5.898725], [10.105554, 9.150378, 7.626110], [11.183521, 7.756438, 7.272331], [8.534224, 8.318471, 8.094881], [8.061559, 7.143581, 7.431154], [6.730210, 6.713359, 7.611956], [5.940239, 7.367517, 8.529411], [6.338030, 8.553671, 9.126219], [7.697766, 9.014664, 8.956226], [8.373246, 10.355919, 9.913062], [7.834248, 10.174064, 11.713653], [7.142291, 11.674352, 9.356532], [10.533819, 10.142789, 5.458643], [8.782060, 10.348547, 6.033407], [9.413379, 8.756534, 5.273786], [11.184263, 7.580927, 6.164426], [10.875906, 6.850791, 7.739346], [12.227133, 7.917317, 7.506099], [8.678692, 6.642291, 6.668644], [6.324914, 5.888873, 7.099192], [4.945120, 6.936454, 8.776060], [5.589749, 9.141800, 9.702633], [6.973809, 10.865620, 11.977873], [8.710832, 10.421349, 12.365675], [7.540868, 9.124461, 11.897790], [6.524230, 11.414817, 8.507574], [7.672092, 12.669944, 9.123183], [6.499147, 11.819201, 10.270210], [12.155834, 12.893127, 11.182786], [11.941594, 14.162278, 11.598877], [10.559733, 14.391386, 11.636950], [9.992103, 13.158901, 11.265775], [10.982830, 12.241853, 10.957775], [13.031563, 12.360843, 11.081888], [12.816264, 14.738374, 11.869647], [10.165768, 15.352253, 11.976663], [8.946670, 12.872893, 11.138218], [11.890832, 8.476165, 12.803475], [11.622261, 7.374709, 11.955221], [11.052551, 7.875101, 10.826571], [10.940832, 9.251837, 10.959367], [11.444019, 9.548498, 12.153459], [12.317106, 8.480051, 13.742312], [11.816453, 6.367022, 12.237258], [10.546473, 7.388834, 10.005284], [11.423747, 10.600006, 12.519662], [19.812492, 11.757946, 14.179587], [18.514263, 12.085162, 13.516914], [18.382363, 11.580495, 12.072331], [17.488176, 11.614854, 14.549098], [16.405513, 10.353382, 14.518048], [15.863799, 10.164711, 16.335813], [15.164370, 10.570092, 12.939763], [17.521943, 9.175594, 14.151542], [17.176166, 7.836524, 13.688153], [15.950283, 7.379134, 14.378193], [17.181797, 7.731502, 12.144689], [20.677227, 11.886199, 13.487168], [19.984125, 10.708817, 14.506282], [19.986329, 12.379335, 15.070833], [18.341061, 13.172234, 13.550012], [18.488720, 10.541956, 11.960215], [19.139023, 12.107208, 11.557822], [17.437621, 11.880293, 11.587796], [17.937935, 7.220969, 14.092339], [15.166511, 7.982117, 13.940052], [15.916600, 7.626184, 15.429636], [15.781189, 6.339318, 14.196127], [16.208483, 8.326287, 11.856121], [17.006881, 6.674186, 11.740810], [18.072322, 8.197088, 11.708510]],
  "atomic_forces_ev_per_a": [[0.17, -0.30, 0.07], [-0.09, -1.09, 0.87], [-0.48, 2.57, -1.69], [-0.35, -1.73, 1.01], [2.55, -1.10, 1.05], [-0.42, 1.02, -2.00], [-1.21, -0.56, -0.28], [-0.62, -0.38, -0.45], [0.44, 1.15, -0.92], [0.10, 0.51, -0.11], [0.00, 0.05, 0.28], [0.83, -0.40, 1.03], [-0.39, -0.04, 0.49], [0.24, 0.62, 0.36], [-1.32, -0.53, 0.00], [1.12, -0.18, -1.80], [-0.02, -2.03, -1.47], [1.24, 1.52, -0.10], [0.46, 0.15, 0.70], [-1.06, 0.32, 0.42], [-0.72, 0.24, 0.80], [0.16, 0.46, 0.79], [-2.25, 0.11, -0.73], [-0.02, 0.55, 0.44], [0.78, 1.98, 1.65], [-0.64, 0.10, 0.17], [0.82, -0.56, -0.54], [-0.11, 0.55, 0.65], [-0.14, 0.03, 0.88], [-0.41, -0.64, 0.46], [0.24, 0.33, 0.33], [-0.17, 0.32, 0.45], [-0.17, -1.03, -0.57], [0.60, 0.55, -0.36], [0.77, -0.48, -0.28], [1.03, -0.90, -0.26], [-0.76, -0.21, -0.45], [0.11, 0.49, -0.11], [0.11, -0.38, -0.11], [-0.79, -1.42, 0.37], [0.28, 0.22, -1.15], [-1.11, 0.18, 0.24], [0.16, -1.17, -0.28], [1.02, -0.29, 0.34], [1.45, -0.63, -0.38], [-1.13, 2.01, 0.80], [-0.44, 0.32, -0.13], [-0.33, 0.21, -0.03], [-0.30, -0.71, -0.30], [0.50, 0.19, 0.05], [-0.37, -1.09, -0.41], [0.13, 0.81, 0.47], [-0.38, 0.56, 0.60], [0.72, -0.18, 0.40], [-0.30, 1.76, -0.30], [-0.22, -0.01, -1.02], [0.20, -0.32, 0.20], [0.39, -0.19, 0.03], [0.42, -1.31, -0.09], [2.19, -0.53, 0.10], [-2.04, -0.98, 1.15], [-1.46, 1.46, 0.93], [-0.03, -0.20, -1.22], [2.23, 1.08, -1.98], [-0.89, -0.03, 1.18], [-0.09, -0.03, 0.64], [-0.39, -0.13, -0.73], [0.90, 0.64, 0.04], [-1.22, 0.51, -0.49], [-2.87, 0.35, -0.12], [-0.50, 0.45, 0.25], [-0.94, 0.46, -0.25], [-0.13, -0.12, -0.32], [0.15, -0.34, -0.22], [0.26, -1.38, 0.04], [1.17, 0.40, -0.82], [0.23, -0.19, 0.53], [1.39, -0.44, 0.24], [-0.82, -0.18, -0.12], [0.42, -0.22, 0.25], [-0.23, -0.78, -0.09], [2.04, -0.89, 0.03], [0.54, 1.29, 0.81], [-0.26, -0.19, 0.08]],
  "mulliken_charge": [0.683, -1.801, 0.462, -0.538, 0.960, -1.942, -0.413, 0.240, 0.518, 0.289, 0.352, 0.329, 0.422, -1.390, 2.054, -1.771, 0.130, -0.962, -0.962, -0.522, -0.832, -0.494, 1.909, -1.395, -1.575, 0.401, 0.290, 0.485, 0.442, 0.495, 0.382, 0.265, 0.442, 0.308, 0.268, 0.395, 0.338, 0.331, 0.329, 0.344, 0.394, -0.190, -0.193, -1.062, -0.291, 1.089, 0.014, 0.472, 0.368, 0.326, 0.064, -0.988, -0.564, 0.576, -0.946, 0.307, 0.437, 0.346, 0.563, -1.275, 0.721, -1.209, -0.471, 0.434, -0.541, -0.296, -0.401, 0.324, -1.151, -0.844, 0.355, 0.260, 0.302, 0.211, 0.134, 0.538, 0.229, 0.235, 0.021, 0.312, 0.468, 0.046, 0.370, 0.239]
}



{
  "formula": "C4H7NOS",
  "method": "wB97M-V/def2-TZVPD",
  "energy_ev": -18631.9386,
  "orbital_gap_ev": 7.8,
  "relative_energy_kcal_mol": 60.2,
  "species": ["C", "C", "C", "C", "N", "O", "S", "H", "H", "H", "H", "H", "H", "H"],
  "xyz": [[2.708242, -0.912903, -0.468679], [2.166207, 0.407033, -0.174379], [-0.880927, -0.148587, 0.691489], [-0.238521, 0.400643, -0.583130], [1.007006, 1.088859, -0.344505], [3.288087, 1.020372, 0.326269], [4.276648, -0.345513, 0.120641], [2.390605, -1.845758, -0.859877], [-1.083360, 0.650573, 1.401354], [-1.819467, -0.642443, 0.456931], [-0.213440, -0.870642, 1.153674], [-0.035777, -0.419048, -1.275134], [-0.912978, 1.107214, -1.075381], [0.945253, 1.909627, 0.243750]],
  "atomic_forces_ev_per_a": [[-1.38, 4.11, 1.06], [2.14, -4.40, -0.97], [0.17, 0.04, -0.28], [-0.31, -0.26, 0.15], [0.54, 0.65, 0.31], [-0.59, 0.46, -0.02], [-0.23, -0.11, -0.07], [-0.27, -0.35, -0.19], [-0.01, 0.07, 0.07], [-0.13, -0.08, 0.00], [0.04, -0.07, 0.13], [-0.04, 0.10, -0.08], [0.07, -0.15, -0.04], [0.01, -0.01, -0.06]],
  "mulliken_charge": [-0.282, 0.212, -1.003, -0.475, -0.211, -0.406, -0.039, 0.398, 0.307, 0.347, 0.287, 0.313, 0.290, 0.262]
}